# 1
11
Properties=species:S:1:pos:R:3:forces:R:3 method="wB97M-V/def2-TZVPD" de_lowest_kj_mol=40.4 homo_lumo_gap_ev="6.52 / 9.28" multiplicity=3
Cl 2.346 -0.816 1.767 0.1 -0.2 -0.3
Cl 2.255 -1.358 -1.114 -0.6 0.4 0.7
O -0.029 -0.379 0.744 -1.4 -1.8 -1.7
O -0.893 -1.219 -1.166 0.0 -1.7 -1.5
N 1.189 2.100 0.070 0.1 1.1 -0.3
N -0.983 -0.402 -0.272 4.0 -0.6 2.5
C 1.662 -0.419 0.226 -0.7 0.9 0.5
C -2.062 0.402 -0.159 0.4 1.1 1.0
C 1.490 0.999 0.058 1.1 -0.4 -0.3
H -2.693 0.357 -0.933 -2.1 0.2 -2.7
H -2.282 0.734 0.780 -0.7 0.9 2.2


# 2
8
Properties=species:S:1:pos:R:3:forces:R:3 method="wB97M-V/def2-TZVPD" de_lowest_kj_mol=0.0 homo_lumo_gap_ev=7.96 multiplicity=1
Cl -0.545 0.448 -2.018 0.0 -0.5 0.4
Cl -0.165 2.664 -0.032 -0.1 1.7 0.4
S 0.109 -2.606 -0.762 0.1 -0.9 -0.9
C 0.154 -1.244 0.043 -0.8 0.0 1.0
C -0.005 1.111 0.503 0.2 -1.9 0.1
C -0.177 0.090 -0.349 0.4 0.9 -1.2
H 0.316 0.837 1.510 -0.2 0.7 -0.2
H 0.314 -1.300 1.106 0.4 0.1 0.5


# 3
11
Properties=species:S:1:pos:R:3:forces:R:3 method="wB97M-V/def2-TZVPD" de_lowest_kj_mol=105.3 homo_lumo_gap_ev=9.26 multiplicity=1
Cl 0.036 1.491 2.293 -0.3 -0.2 -0.2
Cl 2.731 2.407 2.131 0.5 0.9 0.1
Cl 3.537 -0.284 0.561 1.3 0.1 0.1
O 1.650 -1.122 -1.392 0.1 0.3 -1.3
O -0.415 -0.438 -1.197 0.7 0.2 0.3
N 0.643 -0.869 -0.774 -0.1 -1.9 0.5
C 1.615 1.192 1.715 0.1 1.2 1.4
C 2.077 0.086 1.228 -3.7 -4.0 -2.6
C 0.750 -1.256 0.631 2.9 3.0 3.9
H 1.369 -2.110 1.088 -1.3 0.8 -2.0
H -0.121 -0.948 1.199 -0.1 -0.4 -0.3


What did the third record say?
11
Properties=species:S:1:pos:R:3:forces:R:3 method="wB97M-V/def2-TZVPD" de_lowest_kj_mol=105.3 homo_lumo_gap_ev=9.26 multiplicity=1
Cl 0.036 1.491 2.293 -0.3 -0.2 -0.2
Cl 2.731 2.407 2.131 0.5 0.9 0.1
Cl 3.537 -0.284 0.561 1.3 0.1 0.1
O 1.650 -1.122 -1.392 0.1 0.3 -1.3
O -0.415 -0.438 -1.197 0.7 0.2 0.3
N 0.643 -0.869 -0.774 -0.1 -1.9 0.5
C 1.615 1.192 1.715 0.1 1.2 1.4
C 2.077 0.086 1.228 -3.7 -4.0 -2.6
C 0.750 -1.256 0.631 2.9 3.0 3.9
H 1.369 -2.110 1.088 -1.3 0.8 -2.0
H -0.121 -0.948 1.199 -0.1 -0.4 -0.3


Repeat the third record exactly.
11
Properties=species:S:1:pos:R:3:forces:R:3 method="wB97M-V/def2-TZVPD" de_lowest_kj_mol=105.3 homo_lumo_gap_ev=9.26 multiplicity=1
Cl 0.036 1.491 2.293 -0.3 -0.2 -0.2
Cl 2.731 2.407 2.131 0.5 0.9 0.1
Cl 3.537 -0.284 0.561 1.3 0.1 0.1
O 1.650 -1.122 -1.392 0.1 0.3 -1.3
O -0.415 -0.438 -1.197 0.7 0.2 0.3
N 0.643 -0.869 -0.774 -0.1 -1.9 0.5
C 1.615 1.192 1.715 0.1 1.2 1.4
C 2.077 0.086 1.228 -3.7 -4.0 -2.6
C 0.750 -1.256 0.631 2.9 3.0 3.9
H 1.369 -2.110 1.088 -1.3 0.8 -2.0
H -0.121 -0.948 1.199 -0.1 -0.4 -0.3